(1)
{"formula": "C24H40O18S5", "method": "ωB97M-V/def2-TZVPD", "elements": ["C", "C", "O", "S", "O", "O", "O", "H", "H", "H", "H", "C", "C", "O", "S", "O", "O", "O", "H", "H", "H", "H", "C", "C", "O", "S", "O", "O", "O", "H", "H", "H", "H", "O", "S", "O", "O", "C", "C", "C", "H", "H", "H", "H", "H", "H", "H", "H", "O", "S", "O", "O", "C", "C", "C", "H", "H", "H", "H", "H", "H", "H", "H", "C", "C", "C", "C", "C", "C", "H", "H", "H", "H", "H", "H", "C", "C", "C", "C", "C", "C", "H", "H", "H", "H", "H", "H"], "positions_angstrom": [[-1.461, 2.103, -1.555], [-2.891, 1.697, -1.437], [-3.229, 1.299, -2.761], [-2.002, 0.481, -3.492], [-1.779, 0.797, -4.932], [-1.969, -0.892, -3.028], [-0.901, 1.313, -2.597], [-0.942, 2.072, -0.597], [-1.407, 3.125, -1.929], [-3.521, 2.510, -1.077], [-3.039, 1.007, -0.607], [3.377, 2.698, 1.216], [3.395, 1.175, 1.347], [2.563, 0.955, 2.487], [1.454, 2.181, 2.782], [1.808, 2.947, 3.975], [0.098, 1.708, 2.593], [2.008, 2.987, 1.507], [3.670, 2.942, 0.195], [4.101, 3.239, 1.826], [4.319, 0.727, 1.714], [3.026, 0.616, 0.487], [-0.140, -3.023, 3.251], [-0.733, -3.088, 1.794], [-1.305, -4.417, 1.783], [-1.078, -5.332, 3.115], [0.166, -6.085, 2.975], [-2.337, -5.893, 3.552], [-0.854, -4.026, 3.976], [-0.359, -2.092, 3.773], [0.930, -3.198, 3.360], [0.036, -3.005, 1.026], [-1.571, -2.427, 1.571], [1.785, -3.824, -2.446], [0.892, -2.657, -2.564], [1.386, -1.371, -2.871], [-0.268, -3.036, -3.703], [-0.155, -4.225, -4.474], [-1.054, -4.193, -5.665], [-0.056, -2.606, -1.024], [-0.635, -5.058, -3.960], [0.860, -4.449, -4.802], [-1.307, -3.172, -5.953], [-1.971, -4.765, -5.520], [-0.485, -4.590, -6.506], [-0.539, -3.575, -0.898], [-0.884, -1.913, -1.178], [0.638, -2.384, -0.214], [-2.613, 2.805, -0.219], [-2.311, 3.063, 1.176], [-3.008, 4.119, 1.929], [-2.308, 1.638, 2.004], [-2.326, 1.754, 3.439], [-1.684, 0.571, 3.991], [-0.525, 3.418, 1.163], [-3.334, 1.864, 3.840], [-1.780, 2.629, 3.791], [-2.001, -0.299, 3.416], [-1.759, 0.550, 5.079], [-0.656, 0.594, 3.630], [-0.107, 2.489, 0.775], [-0.202, 3.701, 2.165], [-0.199, 4.234, 0.519], [1.155, 1.869, -1.061], [2.208, 1.088, -1.577], [3.397, 1.681, -1.865], [3.605, 3.026, -1.519], [2.588, 3.824, -0.905], [1.314, 3.254, -0.689], [0.197, 1.433, -0.818], [2.100, 0.062, -1.898], [4.320, 1.206, -2.163], [4.569, 3.502, -1.613], [2.857, 4.802, -0.536], [0.462, 3.848, -0.395], [-0.452, -0.696, 1.685], [0.897, -0.595, 1.281], [1.189, -0.381, -0.048], [0.143, -0.195, -0.977], [-1.134, -0.551, -0.620], [-1.450, -0.805, 0.716], [-0.692, -0.745, 2.737], [1.693, -0.514, 2.006], [2.179, -0.181, -0.430], [0.369, 0.098, -1.992], [-1.845, -0.433, -1.425], [-2.497, -1.005, 0.887]], "lumo_energy_ev": 0.0, "orbital_gap_ev": 8.4, "e_above_lowest_kcal_mol": 542.8, "spin_multiplicity": 1, "charge": 0}

(2)
{"formula": "C15H14BrF3NO4S3", "method": "ωB97M-V/def2-TZVPD", "elements": ["C", "N", "S", "C", "F", "F", "F", "S", "C", "C", "C", "C", "C", "C", "O", "O", "H", "H", "H", "H", "H", "H", "H", "H", "Br", "C", "S", "C", "C", "C", "C", "C", "C", "O", "O", "H", "H", "H", "H", "H", "H"], "positions_angstrom": [[1.868, 1.429, -0.269], [1.790, 0.333, 0.638], [-2.910, 0.847, 2.299], [-1.454, 1.276, 3.303], [-1.694, 2.298, 4.168], [-1.173, 0.150, 4.025], [-0.356, 1.574, 2.576], [1.739, -1.142, 0.084], [3.461, -1.588, 0.337], [4.181, -2.095, -0.746], [5.570, -2.161, -0.648], [6.211, -1.740, 0.523], [5.454, -1.400, 1.651], [4.061, -1.316, 1.562], [0.936, -1.972, 0.946], [1.529, -1.244, -1.348], [1.429, 2.274, 0.267], [2.909, 1.691, -0.520], [1.287, 1.298, -1.195], [3.640, -2.383, -1.644], [6.135, -2.520, -1.506], [7.300, -1.676, 0.545], [5.946, -1.174, 2.598], [3.442, -1.012, 2.407], [-1.745, 2.672, -0.016], [-3.152, 2.212, 1.270], [-4.666, 1.654, 0.311], [-4.022, 0.638, -1.035], [-4.053, 1.107, -2.349], [-3.559, 0.294, -3.372], [-2.999, -0.955, -3.083], [-2.951, -1.397, -1.759], [-3.469, -0.601, -0.734], [-5.421, 0.786, 1.185], [-5.250, 2.856, -0.220], [-3.488, 3.115, 1.805], [-4.452, 2.097, -2.561], [-3.592, 0.646, -4.403], [-2.574, -1.576, -3.878], [-2.500, -2.362, -1.516], [-3.410, -0.933, 0.303]], "lumo_energy_ev": 2.5, "orbital_gap_ev": 6.4, "spin_multiplicity": 1, "charge": -1}

(3)
{"formula": "C4H10N2O2", "method": "ωB97M-V/def2-TZVPD", "elements": ["O", "C", "C", "N", "N", "C", "C", "O", "H", "H", "H", "H", "H", "H", "H", "H", "H", "H"], "positions_angstrom": [[-1.629, 1.330, 0.482], [-1.664, -0.276, 0.799], [-0.418, -1.068, 1.329], [0.317, -1.695, 0.374], [-0.012, -1.145, -1.016], [0.197, 0.199, -1.157], [1.559, 0.756, -0.723], [1.193, 1.292, 0.683], [-0.689, 1.373, 0.438], [-2.000, -0.720, -0.238], [-2.474, -0.321, 1.500], [-0.181, -1.613, 2.253], [0.526, -1.923, -1.660], [-0.071, 0.212, -2.203], [-0.515, 1.053, -0.531], [2.439, 0.106, -0.575], [1.833, 1.821, -1.178], [1.587, 0.618, 1.422]], "lumo_energy_ev": 0.5, "orbital_gap_ev": 9.1, "e_above_lowest_kcal_mol": 199.6, "spin_multiplicity": 1, "smiles": "OC/C=N\\NCCO", "charge": 0}

(4)
{"formula": "C25H19BCl5F9N4NdO5PSe", "method": "ωB97M-V/def2-TZVPD", "elements": ["Nd", "O", "C", "C", "C", "C", "C", "C", "C", "O", "N", "N", "C", "C", "C", "C", "C", "C", "N", "H", "H", "H", "H", "H", "H", "H", "H", "H", "H", "Cl", "C", "C", "C", "Cl", "C", "Cl", "C", "Cl", "C", "Cl", "C", "O", "P", "O", "C", "O", "C", "H", "H", "H", "H", "H", "H", "H", "H", "H", "Se", "C", "N", "F", "C", "F", "C", "F", "F", "F", "F", "B", "F", "F", "F"], "positions_angstrom": [[0.838, -0.475, -1.195], [-4.185, 1.663, 1.544], [-3.394, 1.612, 2.634], [-3.982, 1.793, 3.888], [-3.204, 1.794, 5.033], [-1.825, 1.610, 4.953], [-1.251, 1.397, 3.709], [-2.013, 1.379, 2.546], [-1.322, 1.083, 1.247], [-0.205, 0.522, 1.276], [-2.002, 1.463, 0.169], [-1.327, 1.163, -0.990], [-1.870, 1.636, -2.036], [-1.351, 1.334, -3.379], [-1.978, 1.890, -4.484], [-1.571, 1.511, -5.750], [-0.562, 0.575, -5.870], [0.030, 0.085, -4.715], [-0.339, 0.469, -3.495], [-3.564, 1.656, 0.758], [-5.054, 1.946, 3.931], [-3.676, 1.945, 5.997], [-1.211, 1.628, 5.844], [-0.186, 1.230, 3.607], [-2.777, 2.233, -1.954], [-2.791, 2.589, -4.336], [-2.051, 1.926, -6.628], [-0.225, 0.220, -6.834], [0.829, -0.640, -4.760], [1.170, 3.001, -0.739], [2.221, 2.291, 0.484], [2.386, 0.916, 0.494], [3.235, 0.469, 1.493], [3.607, -1.250, 1.607], [3.848, 1.298, 2.437], [4.876, 0.653, 3.689], [3.635, 2.669, 2.380], [4.386, 3.733, 3.531], [2.814, 3.177, 1.379], [2.549, 4.894, 1.276], [-2.885, -1.983, 1.079], [-1.653, -2.270, 1.752], [-0.194, -2.219, 1.054], [-0.030, -3.654, 0.359], [-0.086, -4.896, 1.046], [0.643, -2.509, 2.412], [0.737, -1.538, 3.450], [-3.518, -2.868, 1.136], [-2.737, -1.718, 0.037], [-3.372, -1.156, 1.595], [-0.178, -5.672, 0.290], [-0.943, -4.929, 1.722], [0.829, -5.051, 1.619], [-0.247, -1.358, 3.887], [1.139, -0.599, 3.072], [1.409, -1.945, 4.202], [-3.822, -2.186, -3.380], [-2.312, -1.815, -2.453], [-1.366, -1.548, -1.832], [2.345, 1.821, -3.615], [2.587, 0.801, -2.699], [2.541, -0.398, -3.487], [4.084, 0.940, -2.413], [4.333, 2.112, -1.800], [4.844, 0.933, -3.544], [4.551, -0.038, -1.637], [3.299, -3.083, -2.950], [2.180, -3.123, -2.153], [1.048, -2.511, -2.784], [1.895, -4.401, -1.721], [2.370, -2.226, -0.989]], "lumo_energy_ev": [4.0, 4.0], "orbital_gap_ev": [7.2, 7.2], "spin_multiplicity": 4, "s2": 3.75, "charge": -2}

(5)
{"formula": "C4H7NO", "method": "ωB97M-V/def2-TZVPD", "elements": ["C", "C", "C", "O", "C", "N", "H", "H", "H", "H", "H", "H", "H"], "positions_angstrom": [[1.163, -0.629, 0.261], [-0.250, -0.134, -0.051], [-0.445, 1.329, 0.349], [-1.213, -0.879, 0.670], [-0.507, -0.269, -1.515], [-0.699, -0.380, -2.651], [1.315, -0.567, 1.344], [1.291, -1.671, -0.052], [1.922, -0.024, -0.244], [-1.514, 1.544, 0.406], [0.013, 2.002, -0.380], [0.005, 1.506, 1.330], [-1.062, -1.819, 0.498]], "lumo_energy_ev": 0.7, "orbital_gap_ev": 12.1, "e_above_lowest_kcal_mol": 22.1, "spin_multiplicity": 1, "smiles": "CC(C)(O)C#N", "charge": 0}